{
  "formula": "C60H69CoN8O3STe2",
  "method": "ωB97M-V/def2-TZVPD",
  "e_lumo_ha": [-0.034, -0.034],
  "orbital_gap_ev": [4.81, 4.80],
  "symbols": ["Te", "Te", "Co", "S", "O", "O", "O", "N", "N", "N", "N", "N", "N", "N", "N", "C", "C", "C", "C", "C", "C", "C", "C", "C", "C", "C", "C", "C", "C", "C", "C", "C", "C", "C", "C", "C", "C", "C", "C", "C", "C", "C", "C", "C", "C", "C", "C", "C", "C", "C", "C", "C", "C", "C", "C", "C", "C", "C", "C", "C", "C", "C", "C", "C", "C", "C", "C", "C", "C", "C", "C", "C", "C", "C", "C", "H", "H", "H", "H", "H", "H", "H", "H", "H", "H", "H", "H", "H", "H", "H", "H", "H", "H", "H", "H", "H", "H", "H", "H", "H", "H", "H", "H", "H", "H", "H", "H", "H", "H", "H", "H", "H", "H", "H", "H", "H", "H", "H", "H", "H", "H", "H", "H", "H", "H", "H", "H", "H", "H", "H", "H", "H", "H", "H", "H", "H", "H", "H", "H", "H", "H", "H", "H", "H"],
  "xyz": [[1.798, 0.495, 2.816], [-1.938, 0.734, -3.718], [0.874, 0.191, -0.779], [0.038, -3.391, 1.482], [2.409, 0.558, -1.942], [0.777, -2.455, 2.391], [6.751, -2.339, 0.132], [-0.303, 3.984, -0.017], [-3.003, -2.493, -0.593], [-0.909, 0.386, 0.573], [-1.094, -1.689, -1.404], [5.707, -0.775, 1.398], [0.940, 2.168, -0.135], [2.074, -1.706, -0.403], [0.306, 0.758, -2.516], [1.436, 5.660, -0.815], [-2.071, -4.543, 4.883], [3.168, 1.866, -4.420], [-5.080, -0.553, -3.228], [-1.842, 5.571, -2.864], [3.826, 2.619, 3.757], [-3.006, 3.447, -2.638], [2.741, 5.706, -1.266], [3.524, 4.543, -1.366], [2.098, -2.317, -1.595], [0.941, 4.408, -0.467], [1.541, 0.777, -2.908], [2.060, 1.033, -4.279], [-2.922, 4.825, -2.412], [-0.977, -3.919, 4.018], [3.577, 3.260, 2.419], [3.238, -1.580, 0.234], [4.323, 1.520, 6.255], [5.973, 3.333, 6.832], [-1.990, -1.583, -0.474], [5.744, -1.719, 0.424], [-3.751, 0.834, -4.955], [-1.165, -4.291, 2.554], [-1.553, -2.714, -2.235], [4.467, -2.547, -1.559], [-0.871, 3.576, -3.769], [-4.698, 1.071, -7.175], [-3.687, 1.353, -6.265], [-5.787, 0.275, -6.843], [1.996, 0.736, -6.667], [3.028, 3.307, -1.002], [-2.558, 2.238, -6.748], [-1.962, 2.820, -3.336], [-2.005, -0.577, 0.636], [2.703, -0.343, 5.924], [4.734, 3.211, 4.634], [1.712, 3.254, -0.549], [3.153, 1.447, 4.148], [-4.864, 0.050, -4.604], [-1.043, -3.198, -3.441], [3.089, 1.582, -6.807], [-1.713, -4.237, -4.059], [4.996, 2.677, 5.887], [1.024, -6.039, -1.093], [-1.366, 1.778, 0.548], [-5.860, -0.210, -5.549], [3.260, -2.765, -2.201], [-0.234, 2.645, 0.141], [-3.430, -4.284, -2.341], [-2.744, -3.240, -1.729], [4.451, -1.951, -0.306], [-4.224, 2.701, -2.151], [-6.839, -0.061, -7.870], [3.405, 0.893, 5.416], [3.673, 2.149, -5.680], [1.482, 0.462, -5.407], [1.106, -4.791, 1.126], [-2.884, -4.782, -3.510], [0.359, -5.823, 0.265], [-0.807, 4.941, -3.540], [2.376, -0.987, 5.108], [3.712, 2.543, 1.607], [-4.624, 1.471, -8.183], [-0.059, 3.088, -4.296], [5.471, 3.664, 7.744], [-7.346, 0.839, -8.224], [-7.590, -0.733, -7.455], [5.248, 4.117, 4.324], [-1.972, -4.218, 5.920], [5.416, -2.832, -1.997], [3.361, -0.919, 6.579], [6.560, -0.573, 1.888], [-3.380, -5.596, -4.023], [-2.914, 3.263, -6.881], [-4.252, -0.339, -2.555], [-2.957, -0.043, 0.590], [-2.020, -5.634, 4.864], [3.162, -1.180, 1.240], [-4.935, 2.546, -2.968], [-3.064, -4.249, 4.533], [-1.756, 2.099, 1.518], [-1.342, -4.626, -4.998], [3.214, -3.245, -3.170], [-1.728, 2.263, -6.052], [-0.981, -2.834, 4.120], [-5.180, -1.641, -3.299], [1.137, -2.442, -2.071], [-6.393, -0.549, -8.738], [-3.832, -2.545, -0.028], [4.518, 2.820, -5.785], [0.044, 5.509, -3.895], [-6.000, -0.162, -2.784], [3.615, 2.301, -3.534], [3.484, 1.803, -7.790], [-1.131, 4.549, 0.048], [3.167, 6.657, -1.561], [1.813, -0.068, 6.499], [-6.707, -0.828, -5.261], [0.470, -6.772, -1.682], [-4.351, -4.682, -1.935], [2.546, 3.621, 2.347], [-0.162, -2.755, -3.890], [2.047, -6.402, -0.974], [-1.044, -5.364, 2.396], [-2.187, 1.895, -7.716], [6.446, 4.201, 6.372], [3.607, 2.397, -1.090], [4.249, 4.105, 2.253], [-2.162, -4.006, 2.203], [-3.732, 5.317, -1.883], [1.465, -5.177, 2.081], [0.624, -0.188, -5.299], [1.057, -5.105, -1.662], [1.953, -4.364, 0.583], [4.519, 1.086, 7.233], [4.881, -0.237, 1.611], [6.759, 2.635, 7.130], [-0.671, -5.489, 0.091], [-2.162, 1.882, -0.196], [-0.318, 0.261, 1.401], [-3.953, 1.708, -1.786], [1.534, 0.295, -7.542], [-4.731, 3.252, -1.357], [0.006, -4.251, 4.355], [-1.814, 6.641, -2.692], [4.537, 4.621, -1.742], [0.825, 6.551, -0.754], [-1.986, -1.113, 1.591], [0.292, -6.772, 0.798]],
  "forces_ev_per_a": [[-0.01, -0.02, 0.22], [-1.08, 0.17, -0.46], [0.51, 2.49, 0.15], [0.05, 0.21, 0.42], [-0.68, -0.49, 0.56], [-0.37, -0.40, -0.52], [-0.01, 0.02, -0.07], [0.14, 0.06, 0.09], [-0.06, -0.05, -0.04], [0.91, -0.48, -0.53], [0.08, -0.02, -0.08], [-0.05, -0.12, -0.21], [0.06, -1.27, -1.29], [-0.28, -0.16, -0.68], [1.01, -0.31, 0.69], [-0.01, 0.01, -0.01], [0.07, 0.02, -0.01], [-0.01, 0.02, 0.04], [0.09, 0.00, -0.15], [-0.01, -0.02, 0.05], [-0.01, -0.07, 0.17], [-0.04, -0.07, -0.01], [0.00, -0.05, -0.03], [-0.05, 0.02, 0.05], [0.08, -0.08, 0.05], [-0.12, 0.00, 0.04], [-0.42, 0.10, 0.26], [0.03, 0.07, 0.05], [0.01, -0.05, -0.02], [-0.15, -0.11, 0.01], [0.09, 0.08, 0.05], [-0.18, 0.10, 0.48], [0.00, -0.03, -0.02], [-0.07, -0.08, -0.04], [0.01, 0.11, -0.02], [0.03, 0.16, 0.19], [0.17, -0.44, -0.01], [0.06, 0.09, -0.01], [0.16, 0.10, -0.04], [0.02, -0.03, -0.03], [-0.05, -0.05, 0.08], [-0.05, 0.01, 0.01], [0.12, 0.15, 0.05], [-0.06, -0.03, -0.02], [0.03, 0.03, 0.00], [0.00, 0.02, -0.06], [-0.16, -0.07, 0.02], [0.22, 0.07, 0.21], [-0.11, -0.20, -0.03], [0.07, -0.02, -0.02], [0.00, 0.00, -0.09], [0.40, -0.30, -0.14], [-0.05, 0.26, -0.21], [-0.04, 0.02, 0.07], [0.08, 0.01, 0.08], [-0.03, 0.02, 0.07], [-0.05, 0.04, -0.01], [0.05, 0.04, 0.07], [-0.02, -0.01, 0.01], [-0.10, 0.00, -0.23], [0.02, 0.03, 0.05], [0.01, 0.00, 0.01], [-0.47, 0.25, 0.10], [0.00, 0.02, -0.01], [-0.03, -0.01, 0.11], [0.12, -0.13, -0.12], [0.12, 0.09, -0.07], [0.05, 0.04, 0.09], [0.02, 0.02, -0.03], [-0.03, -0.01, -0.01], [-0.09, -0.01, 0.00], [0.06, -0.10, -0.09], [0.03, 0.03, -0.02], [0.13, 0.06, -0.15], [0.00, 0.05, -0.02], [0.03, 0.06, 0.02], [-0.03, 0.00, 0.03], [0.02, -0.01, 0.03], [-0.02, -0.01, 0.01], [0.02, 0.01, -0.01], [0.00, -0.02, 0.00], [-0.01, 0.02, -0.01], [-0.01, -0.01, 0.01], [-0.01, -0.04, -0.03], [-0.03, -0.03, 0.03], [-0.01, 0.08, 0.04], [0.00, -0.03, 0.05], [0.00, 0.02, 0.01], [0.01, -0.01, 0.03], [-0.03, -0.04, -0.01], [-0.07, -0.03, 0.03], [-0.02, 0.03, 0.00], [-0.07, 0.14, -0.05], [0.05, -0.01, 0.03], [0.02, -0.01, 0.02], [0.00, -0.03, 0.07], [0.01, -0.01, 0.02], [0.00, 0.01, 0.02], [0.08, -0.01, 0.00], [0.05, 0.01, 0.00], [0.00, 0.05, 0.01], [-0.06, 0.04, -0.08], [0.00, 0.01, 0.00], [0.01, 0.03, 0.05], [-0.02, -0.06, 0.01], [0.00, -0.02, 0.03], [0.02, -0.02, -0.02], [0.00, -0.02, -0.06], [-0.02, -0.01, 0.01], [-0.06, -0.04, 0.02], [-0.01, -0.03, 0.02], [0.00, -0.01, -0.05], [0.03, 0.02, -0.01], [0.02, 0.02, -0.02], [0.03, 0.01, 0.00], [0.00, -0.07, -0.02], [0.00, -0.02, 0.03], [-0.04, 0.04, -0.01], [-0.07, 0.02, -0.01], [-0.01, -0.01, 0.00], [-0.01, -0.01, 0.01], [0.00, 0.08, 0.07], [-0.01, -0.02, 0.05], [0.01, -0.03, 0.04], [0.02, -0.01, -0.03], [0.02, -0.02, -0.02], [-0.02, 0.03, 0.02], [0.00, -0.07, 0.05], [-0.01, -0.01, 0.09], [-0.02, 0.00, -0.03], [0.00, 0.01, 0.08], [0.00, 0.03, -0.01], [0.01, -0.02, 0.02], [0.00, -0.06, -0.03], [-0.04, 0.16, 0.22], [-0.02, 0.02, 0.02], [0.03, -0.01, 0.02], [0.02, 0.00, -0.03], [0.03, 0.05, 0.01], [0.00, -0.02, 0.00], [-0.02, 0.00, 0.05], [0.02, -0.02, 0.02], [0.06, 0.07, 0.04], [-0.04, 0.00, 0.03]]
}